Entry 1:
Entry from OMol25: a cluster of 2 separate species, C35H40N2P in total (ωB97M-V/def2-TZVPD).

```
78
Properties=species:S:1:pos:R:3:forces:R:3:mulliken_charge:R:1
C 13.0591 -6.9498 3.2701 0.29 0.04 -0.19 -1.535
C 11.7189 -6.9590 3.9258 -0.31 0.03 0.35 0.739
C 11.5579 -7.5595 5.1754 -0.10 0.04 -0.13 -1.135
C 10.3267 -7.6089 5.8166 0.03 0.05 -0.27 1.788
C 10.2215 -8.2941 7.1428 0.51 -0.44 0.30 -1.730
C 9.2303 -7.0285 5.1838 0.56 0.12 -0.49 -0.966
N 7.9633 -7.1646 5.8819 -0.06 -0.05 1.66 0.884
P 7.7143 -6.3092 7.3663 -2.78 -1.55 -2.52 0.131
H 5.1783 -4.6920 5.5982 0.49 -1.62 1.26 -0.160
N 6.2543 -7.2727 7.5544 1.88 -0.02 -0.06 0.931
C 5.5254 -7.2912 8.8089 -0.68 0.29 0.83 -1.003
C 4.2334 -6.7272 8.9719 0.39 -0.42 -0.31 1.095
C 3.5517 -6.0883 7.8008 -0.19 0.29 -0.07 -0.835
C 3.5981 -6.8396 10.2142 0.57 -0.24 -0.37 -1.320
C 4.2190 -7.5212 11.2678 0.31 0.09 -0.34 0.745
C 3.5036 -7.6833 12.5653 -0.11 -0.03 0.33 -1.562
C 5.5080 -8.0319 11.0890 -0.23 0.10 -0.05 -1.315
C 6.1744 -7.9141 9.8728 -0.27 -0.01 -0.14 1.422
C 7.5460 -8.4839 9.7056 0.38 -0.30 0.66 -1.013
C 6.2453 -8.3992 6.7276 0.00 0.88 0.65 -0.428
C 7.2089 -8.3368 5.7797 0.68 0.97 -0.05 -0.379
C 9.3572 -6.3864 3.9308 -0.16 -0.47 0.38 0.784
C 8.1496 -5.8140 3.2601 -0.01 0.22 -0.18 -1.040
C 10.6123 -6.3578 3.3141 -0.13 -0.25 0.50 -1.135
H 12.9925 -6.4372 2.3097 0.20 -0.05 0.05 0.359
H 13.7969 -6.4422 3.8996 -0.10 0.02 -0.12 0.344
H 13.4394 -7.9631 3.1013 -0.14 0.12 0.00 0.350
H 12.3976 -8.0285 5.6815 0.04 0.08 -0.20 0.464
H 9.2364 -8.7055 7.3785 0.13 0.10 -0.10 0.246
H 10.9260 -9.1342 7.1480 -0.16 0.13 0.12 0.509
H 10.5364 -7.6283 7.9545 -0.12 -0.05 -0.02 0.350
H 2.5849 -5.6679 8.0971 0.17 -0.10 -0.08 0.368
H 4.1511 -5.2551 7.4215 -0.15 -0.24 -0.03 -0.222
H 3.3788 -6.8020 6.9840 0.08 0.12 0.16 0.356
H 2.5971 -6.4161 10.3546 0.40 -0.17 -0.13 0.430
H 4.1308 -8.1958 13.2970 -0.11 0.09 -0.01 0.360
H 3.2257 -6.7016 12.9595 -0.01 -0.14 0.06 0.362
H 2.5849 -8.2646 12.4361 0.10 0.09 0.02 0.343
H 6.0176 -8.5514 11.9017 -0.24 0.16 -0.11 0.318
H 7.8566 -8.8655 10.6819 0.19 0.00 -0.20 0.461
H 7.5859 -9.3305 9.0090 -0.03 0.24 0.01 0.282
H 8.2887 -7.7278 9.4072 -0.17 -0.30 0.12 0.104
H 5.6227 -9.2493 6.9879 -0.16 0.35 -0.26 0.439
H 7.5484 -9.1113 5.1038 -0.32 0.22 -0.17 0.467
H 8.4411 -5.3291 2.3245 -0.13 -0.08 0.10 0.415
H 7.4098 -6.5900 3.0229 0.07 0.22 0.09 0.350
H 7.6727 -5.0520 3.8840 -0.01 -0.27 -0.06 0.021
H 10.7316 -5.8754 2.3390 -0.13 -0.17 0.36 0.324
C 4.0284 -4.7608 -0.2165 -0.13 0.06 -0.54 -1.465
C 4.2968 -4.5151 1.2293 0.38 0.25 0.02 0.962
C 5.5351 -3.9713 1.6094 -0.33 -0.15 0.00 -0.787
C 5.7723 -3.6701 2.9338 -0.76 0.43 0.49 -0.814
C 4.7593 -3.8858 3.8840 0.65 -0.51 -0.06 0.541
C 5.0932 -3.6814 5.3309 -0.04 1.05 -0.30 -0.087
C 4.0809 -3.0327 6.2353 -0.04 0.39 0.39 0.364
C 4.4180 -2.8023 7.5906 -0.22 0.00 -0.49 -0.273
C 3.4590 -2.3171 8.4685 -0.28 -0.07 -0.23 -0.776
C 2.1511 -2.0645 8.0132 0.24 0.19 -0.11 1.023
C 1.1267 -1.5299 8.9627 -0.18 0.11 0.19 -1.507
C 1.8416 -2.2310 6.6626 0.22 0.03 0.28 -1.088
C 2.8094 -2.6942 5.7799 0.11 -0.04 0.15 -0.619
C 3.5987 -4.5911 3.5434 0.14 0.66 -0.52 -0.654
C 3.3357 -4.8090 2.1922 0.14 -0.21 0.29 -0.925
H 2.9506 -4.7824 -0.4074 0.21 -0.11 -0.08 0.383
H 4.4621 -3.9561 -0.8188 -0.10 -0.14 0.00 0.382
H 4.4754 -5.7012 -0.5652 -0.17 0.13 0.09 0.263
H 6.2978 -3.7457 0.8674 -0.18 -0.14 -0.03 0.397
H 6.7222 -3.2428 3.2771 -0.45 0.01 -0.31 0.732
H 6.0697 -3.2069 5.4755 -0.06 -0.04 -0.19 0.498
H 5.4376 -3.0044 7.9465 -0.40 0.04 -0.18 0.349
H 3.6967 -2.1299 9.5222 -0.03 -0.10 -0.43 0.397
H 0.1205 -1.6674 8.5574 0.09 -0.01 0.21 0.371
H 1.2127 -2.0221 9.9356 -0.18 0.04 -0.09 0.365
H 1.2716 -0.4577 9.1340 -0.01 -0.10 -0.04 0.296
H 0.8452 -1.9919 6.2822 0.28 -0.04 0.24 0.358
H 2.5607 -2.8020 4.7273 0.06 0.07 0.29 0.661
H 2.8756 -4.8901 4.3104 0.30 0.17 -0.35 0.535
H 2.3690 -5.2137 1.8950 0.26 -0.07 -0.03 0.356
```
Positions in Å, forces in eV/Å.

E_LUMO: -0.1607 hartree
HOMO energy: -10.4808 eV
Net charge: +1
Multiplicity: 1



Entry 2:
Entry from OMol25: a cluster of 6 separate species, C35H40N3O8 in total (ωB97M-V/def2-TZVPD).

```
86
Properties=species:S:1:pos:R:3:forces:R:3:mulliken_charge:R:1
C 0.8600 -1.3558 0.5392 0.85 3.71 1.12 -0.897
C 0.0250 -1.3148 -0.7038 -1.02 0.24 1.30 -0.495
N -1.4460 -0.8738 -0.3948 -2.61 -0.94 1.22 0.191
C -2.4960 -1.8328 -0.3118 -1.52 2.51 0.21 -0.288
C -3.7460 -1.2038 0.1112 6.14 -0.14 -2.06 -0.673
N -3.4000 0.1812 0.2122 1.14 -0.70 1.08 0.281
C -2.0400 0.2532 0.0952 -0.18 -1.29 -1.95 -0.712
C -4.3070 1.3132 0.7092 -2.29 -2.31 -0.30 -0.598
H 1.7720 -1.9088 0.5212 0.22 -0.62 -0.38 0.089
H 0.1060 -1.7658 1.0672 -1.45 -2.35 3.23 0.660
H 1.1010 -0.3928 1.1982 -0.60 -1.38 -2.14 0.036
H 0.0240 -2.3118 -1.0858 -1.00 -1.13 0.24 0.197
H 0.4600 -0.8868 -1.5158 0.55 2.66 -2.29 0.578
H -2.2020 -2.7718 -0.7168 -0.62 -0.92 0.24 0.494
H -4.5930 -1.7748 0.3512 -1.40 0.26 0.12 0.444
H -1.3960 1.0452 0.2372 0.50 2.30 0.37 0.932
H -4.6700 0.9662 1.7032 0.00 0.29 -0.83 0.359
H -5.1820 1.5812 0.0022 1.41 -1.32 0.86 0.305
H -3.9080 2.2632 0.8432 1.97 1.23 0.11 0.058
N 0.9390 2.3592 -1.4238 -1.63 2.38 -0.34 -0.542
C 0.7710 3.7012 -1.3178 3.90 -1.87 2.22 -0.469
C 1.6700 4.4962 -0.5878 -2.50 4.81 0.26 0.010
C 2.6690 3.9502 0.1032 1.47 -4.11 2.31 -0.544
C 2.7270 2.4902 0.1912 -1.63 3.21 -2.89 -1.058
C 1.8820 1.8032 -0.6828 0.59 2.80 0.98 -0.642
H 0.0130 4.2502 -1.6718 -3.21 1.02 -2.09 0.781
H 1.4040 5.7642 -0.3558 0.88 -4.05 -1.25 0.072
H 3.3660 4.4222 0.7862 -0.14 0.66 -0.40 0.446
H 3.5300 2.0872 0.6882 1.46 -1.31 1.22 0.594
H 1.8820 0.8152 -0.8658 0.74 -3.55 0.04 1.305
C -1.7900 3.4232 3.4932 1.24 -12.32 2.62 -1.109
C -2.7580 2.2072 3.9392 3.58 2.08 -2.04 -0.505
C -2.2210 0.9512 3.9862 1.13 -1.29 0.64 0.270
C -0.8200 0.7712 3.6772 1.03 -0.97 -0.12 -0.325
C 0.1000 1.7502 3.3412 -5.91 2.20 0.74 -0.776
C -0.4890 3.0872 3.2532 0.65 -0.37 0.90 0.787
O 0.3310 4.1172 2.9862 1.96 1.26 -0.42 -0.533
O -3.0230 -0.1588 4.3752 -1.08 2.95 -0.93 -0.559
H -2.3270 4.1562 3.3272 -4.05 7.85 -1.43 0.910
H -3.8040 2.3692 3.9982 -0.73 0.29 0.45 0.566
H -0.4120 -0.2428 3.6882 -0.39 0.01 0.16 0.252
H 1.0610 1.7502 2.9922 2.45 -1.04 -0.46 0.432
H 1.2840 3.9902 3.2312 -1.49 -0.22 -0.36 0.327
H -2.7550 -1.0378 4.5842 1.55 -0.45 -0.02 0.301
C -2.1420 7.0182 -2.3248 -3.84 -6.15 2.14 -0.799
C -3.3710 6.0152 -2.5938 2.24 2.73 1.16 -0.692
C -3.6960 5.2042 -1.5388 1.27 -0.05 0.53 0.532
C -2.8170 5.2882 -0.3108 -6.98 -4.33 -3.85 -0.362
C -1.9390 6.1582 -0.1588 7.62 2.93 3.85 0.004
C -1.4300 6.9872 -1.1808 -1.60 0.46 1.20 0.348
O -0.5370 7.9832 -0.8418 -0.26 -2.00 0.70 -0.486
O -4.7190 4.2552 -1.5218 1.85 0.26 1.45 -0.448
H -2.0530 7.7042 -3.0078 0.85 3.72 -3.88 0.545
H -3.9790 6.2452 -3.5128 0.76 -0.70 1.10 0.290
H -2.9670 4.6392 0.4872 -0.85 -1.27 1.10 0.390
H -1.3710 6.0092 0.8872 -0.92 1.09 -2.48 0.059
H -0.7000 8.4222 -1.6378 0.94 2.70 -1.75 0.331
H -5.3770 4.4652 -2.1518 -0.97 0.46 -1.18 0.305
C 0.9530 -5.0268 0.2922 0.07 -1.03 -0.05 0.014
C 0.9140 -5.8648 -0.9378 0.21 1.52 2.52 -0.406
C -0.1450 -6.8008 -0.9828 -0.26 0.17 2.21 0.836
C -1.0730 -7.0588 0.0762 0.90 2.49 1.17 -0.660
C -0.9400 -6.3578 1.3572 -0.29 -0.07 -2.34 -0.332
C -0.0060 -5.3248 1.4372 2.88 0.01 -1.00 -0.070
O 0.1480 -4.6168 2.6582 1.46 -1.35 1.85 -0.586
O -0.2690 -7.6008 -2.0348 -0.03 -0.32 -1.77 -0.505
H 1.8390 -4.2278 0.3942 -2.36 -2.01 0.03 0.145
H 1.7350 -5.8468 -1.7768 -1.76 0.29 1.81 0.173
H -2.0080 -7.5588 -0.1638 0.52 -0.55 0.17 0.386
H -1.6430 -6.5208 2.2082 0.71 0.02 -0.90 0.371
H 0.6530 -5.1238 3.4752 -1.89 1.41 -3.65 0.346
H 0.2360 -7.1868 -2.7508 -0.18 -0.50 -0.09 0.300
C 5.8620 -4.3108 -3.2428 -2.37 5.26 -0.33 -0.602
C 5.2070 -2.9338 -3.5428 -2.28 -3.01 4.95 -0.752
C 4.2620 -2.5838 -2.4858 2.60 -2.52 -0.42 0.732
C 4.1250 -3.3728 -1.2798 -1.34 0.34 0.08 -0.445
C 4.7150 -4.6478 -1.1948 0.63 0.58 0.64 -0.264
C 5.7150 -5.0878 -2.1028 -3.51 4.70 -1.46 0.425
O 6.3750 -6.1728 -2.0098 4.40 0.63 -4.02 -0.463
O 3.4850 -1.5068 -2.5908 2.74 0.91 8.80 -0.427
H 6.5000 -4.4088 -4.0198 2.39 -1.73 -1.96 0.469
H 5.1370 -2.2508 -4.4118 0.93 -1.09 0.24 0.361
H 3.3750 -2.9508 -0.4208 2.00 -1.26 -2.38 0.108
H 4.5390 -5.3358 -0.3598 -0.19 0.57 0.05 0.332
H 6.0870 -6.7528 -1.4288 -2.22 -4.17 4.51 0.278
H 3.1250 -1.4418 -3.3478 -3.84 0.82 -8.71 0.263
```
Positions in Å, forces in eV/Å.

E_LUMO: -0.0809 hartree
Energy relative to the best compared isomer or geometry (same formula, charge and spin): 105.4 kcal per mole
HOMO energy: -10.0438 eV
Net charge: +1
Multiplicity: 1



HOMO-LUMO gap / eV: 6.11, 7.84